91
Properties=species:S:1:pos:R:3:lowdin_charge:R:1 method="wB97M-V/def2-TZVPD" total_charge=-1 lumo_ev=1.677 relative_energy_kj_mol=23.8 gap_ev=5.6 homo_energy_ev=-3.946
H 0.98835 0.48461 -5.69780 0.106
H -1.40481 -6.28133 -0.80458 0.099
C -3.02688 -0.83477 -1.39653 -0.381
C 1.67367 0.29989 -4.88148 -0.097
H 0.64226 -5.56913 3.05715 0.101
C 1.14184 4.50767 1.23180 -0.141
C -3.03866 0.70048 3.94185 -0.086
C -2.39664 -3.47509 -3.23225 -0.117
N 3.55154 -0.39699 -0.47207 -0.024
H 1.11702 -3.25663 2.31091 0.078
H 6.52565 -1.24187 -0.03605 0.155
C -2.13190 -0.14784 3.33965 -0.105
H 2.65041 2.69602 -1.90731 0.036
P -0.54685 -1.12752 1.35496 0.524
C -0.22864 5.01047 3.13865 -0.109
N 5.60783 -1.02254 -0.37406 0.045
H 1.47254 4.75494 0.23069 0.091
Ti 1.42498 0.27599 -0.42974 -0.003
H 4.78092 4.22367 1.46250 0.062
H -4.39620 2.34063 3.65633 0.097
C -1.69569 -5.49610 -1.49151 -0.088
S 1.18529 -0.39519 2.08472 0.339
H -3.22765 0.61279 5.00342 0.098
H -5.02547 1.85550 -1.93296 0.101
H -3.32999 -4.99940 -4.40644 0.094
C -0.24840 -1.23685 -0.37802 -1.167
H 1.54620 2.17146 3.63661 0.047
C -1.32860 -4.18781 -1.21894 -0.114
H -3.55925 -4.78612 2.76609 0.100
C -2.53270 -4.45727 2.66912 -0.083
C 0.23185 5.33161 1.87053 -0.098
C 5.06302 5.06419 -1.80653 -0.107
H 6.00695 5.77619 -0.01367 0.095
H 5.61730 5.72794 -2.45830 0.092
Se 4.22722 1.62620 2.54178 0.151
C 3.29397 -0.14263 -2.85182 -0.190
C -3.92606 -1.61352 -0.67066 -0.095
C 1.16332 3.05222 3.13693 -0.142
H -3.08295 -2.49813 2.02113 0.099
C -0.17470 -4.89575 2.83347 -0.083
H 4.43875 -0.84030 1.41823 0.054
S 1.22624 -2.16937 -0.76703 0.531
C 1.22654 0.48016 -3.58210 -0.140
C 4.51451 -0.76589 0.34784 -0.193
H 3.94222 4.15923 -3.39938 0.096
C -3.40497 1.79249 1.83888 -0.067
P -1.32109 -1.36113 -1.84791 0.977
H -2.70707 -6.82054 -2.84192 0.092
C -0.94513 -2.73227 2.11923 -0.343
N 2.91465 -0.09344 -5.18372 0.086
H 0.22844 0.81779 -3.34134 0.031
H 4.73803 -0.63453 -4.35641 0.116
H -5.88174 -1.76490 0.18568 0.099
C -1.86716 -0.04950 1.97169 -0.325
H -2.66776 -2.68657 -3.92686 0.099
H -0.74196 -3.97675 -0.34046 0.056
H -6.59427 0.46368 -0.61498 0.096
C 4.58694 4.23404 0.39665 -0.128
C 5.28203 5.09011 -0.43411 -0.095
C 3.42065 3.33764 -1.49345 -0.124
H -0.11387 3.60246 4.75683 0.096
C -2.77212 -4.77849 -3.50542 -0.102
C -1.48624 -5.32715 2.95561 -0.093
H -0.12771 6.22006 1.36695 0.095
C -2.42306 -5.79751 -2.63056 -0.109
P 2.74792 2.20043 1.00853 0.466
C 0.23881 3.86560 3.76733 -0.095
C -2.49258 0.94305 1.23492 -0.106
C -4.72323 0.87862 -1.57870 -0.093
H -3.62775 -2.59688 -0.32914 0.096
C 3.72491 -0.31515 -4.15811 -0.064
N 5.39480 -0.79933 -1.69457 0.138
C 4.12956 -0.43707 -1.69757 -0.326
C -3.68791 1.67134 3.18606 -0.087
C -1.68640 -3.15364 -2.07624 -0.392
C 3.64439 3.34673 -0.12214 -0.421
C 4.13096 4.18511 -2.33324 -0.093
C -5.60011 0.09923 -0.83958 -0.098
C -2.26221 -3.16731 2.25170 -0.096
H -1.61561 -0.88510 3.94366 0.109
Se 0.01756 2.05605 -0.91025 0.287
H -2.23555 1.08878 0.20291 0.003
H -3.87822 2.56299 1.24531 0.107
N 2.03784 0.24474 -2.54546 -0.014
C -3.44956 0.41070 -1.85991 -0.132
H -2.75542 1.03163 -2.41439 0.082
C 1.61874 3.36177 1.85880 -0.448
C -5.19951 -1.15109 -0.39024 -0.086
H -0.94725 5.65081 3.63472 0.090
H -1.69524 -6.33889 3.27690 0.096
C 0.09617 -3.60240 2.41914 -0.105

---

86
Properties=species:S:1:pos:R:3:lowdin_charge:R:1 method="wB97M-V/def2-TZVPD" total_charge=-1 multiplicity=2 lumo_ev="1.802 / 1.811" relative_energy_kj_mol=0.0 gap_ev="6.0 / 5.8" homo_energy_ev="-4.204 / -4.011"
H -4.40175 1.39951 2.57409 0.107
Ge 0.17951 -2.02443 -0.97479 1.006
C 5.19858 -0.32616 3.00065 -0.688
H 0.11151 2.79323 -3.65876 0.010
Cl 6.29407 -0.30535 4.36195 0.601
C 1.88507 -4.42317 -0.40872 -0.114
Se 1.90026 2.43106 -1.69790 0.678
C 0.57452 4.25645 0.11669 -0.303
H -1.30448 -4.67094 -1.33799 0.101
H 6.67202 -1.14967 1.66334 0.100
H -2.36623 6.79715 1.13289 0.066
C 3.90991 0.09429 3.13636 -0.083
H 1.47298 4.38245 2.06304 0.072
C -1.83581 -1.86897 -3.13625 -0.124
H 1.41558 -2.37612 1.76368 0.099
H -3.80352 1.76040 -2.18027 0.108
C -3.71993 1.53710 -0.05010 -0.003
C -1.26707 -2.68957 -2.16478 -0.311
C -0.53224 3.65392 -3.49218 -0.106
H -4.77567 1.71120 0.12082 0.115
H -3.25901 -1.66851 -4.73356 0.093
C -3.29173 -3.63398 -3.87297 -0.115
C -1.50833 1.06797 0.79475 -0.134
H -2.19572 5.33224 -2.33752 0.114
H 5.14014 -1.19333 -0.27589 0.116
C -2.87599 1.28265 1.05432 -0.148
H -1.47961 -0.85096 -3.24589 0.073
H -2.82605 0.95182 4.42807 0.103
C -1.82429 1.29641 -1.47411 -0.124
H 1.27508 -4.57393 0.47531 0.087
C 1.61652 -3.35536 -1.26056 -0.306
C -0.45904 4.11875 -2.05936 -0.324
C 5.65186 -0.79934 1.75766 -0.111
H 2.26417 -2.36701 -3.05617 0.099
O 2.75906 -0.42109 -0.31066 -0.168
C -1.42048 5.56569 -0.35695 -0.291
C -2.46340 6.56312 0.07219 -0.068
H 3.11339 -6.13169 0.01515 0.092
H 4.52792 -5.83524 -1.99535 0.090
C -3.34632 1.24496 2.38613 -0.042
H 3.55506 0.43976 4.10049 0.106
H -3.47338 6.18227 -0.09547 0.070
H -3.43646 -2.73382 2.58620 0.095
C 3.46263 -4.08872 -2.65671 -0.104
C -0.11856 -2.60458 3.23032 -0.100
H 1.48035 0.65490 3.41356 0.122
C -0.40559 5.16540 0.50113 -0.032
C -2.36914 -2.66548 2.40872 -0.105
H 2.63533 4.23386 0.72328 0.073
N -1.02140 1.04575 -0.47348 0.056
Cu 0.90953 0.32773 -0.62357 0.167
C 1.66066 3.91176 1.09575 -0.092
H -0.45155 0.58021 3.98971 0.103
H -1.85185 -2.79824 4.48990 0.092
H 4.08020 -3.94578 -3.53576 0.093
C 3.45243 -0.36200 0.75275 -0.348
C 0.55273 3.69679 -1.17574 -0.554
C -2.47208 1.00197 3.40609 -0.076
C -1.73357 -4.00177 -2.07749 -0.119
H -3.07618 -5.49681 -2.82661 0.094
C -0.60083 0.84028 1.87444 -0.181
C 1.66815 0.47867 2.34977 -0.095
C -0.52618 -2.44293 0.83874 -0.307
C -2.73299 -4.47257 -2.91595 -0.103
C -1.42195 5.03052 -1.63538 -0.042
C -3.19483 1.56257 -1.30899 -0.026
H -0.19084 4.44128 -4.17022 0.080
C 3.71545 -5.14749 -1.79319 -0.116
C 2.42924 -3.20465 -2.38598 -0.120
H 1.74057 2.83561 1.22432 0.029
N 0.72129 0.61631 1.49282 0.057
H -2.60251 -2.51120 0.28896 0.095
C 2.92330 -5.31123 -0.66736 -0.105
H 0.58517 -2.62746 4.05540 0.099
H -1.37556 1.28168 -2.45659 0.101
H -4.07059 -4.00038 -4.53091 0.091
C 4.81000 -0.82228 0.68558 0.003
H -0.36840 5.57501 1.50650 0.105
H -2.37313 7.49953 -0.48391 0.073
C -1.89116 -2.54120 1.10891 -0.112
C -1.10319 0.79791 3.15552 -0.012
C -2.83799 -2.32858 -3.98389 -0.104
C 0.34643 -2.47241 1.93049 -0.139
H -1.56193 3.41125 -3.76849 0.068
C 3.01133 0.09265 2.04441 -0.127
C -1.48350 -2.69971 3.47550 -0.117